# 1
C62H132B3F30N11O14S6 | wB97M-V/def2-TZVPD

Geometry (Å):
C 1.4179 -0.3077 -6.8989
C 1.6777 -1.6859 -6.2480
C 0.7913 -2.7864 -6.8098
O 1.3928 -3.9537 -6.4463
C 0.5340 -5.0181 -6.7346
N 3.1415 -2.0165 -6.5586
H 3.3464 -2.8316 -5.9526
H 3.1738 -2.3245 -7.5561
H 3.7193 -1.2271 -6.3005
H 2.2294 0.3367 -6.5555
H 0.4566 0.0708 -6.5998
H 1.4202 -0.3428 -8.0879
H 1.6714 -1.5502 -5.1630
H 0.7641 -2.7033 -7.8873
H -0.2123 -2.7518 -6.3590
H 0.9325 -5.9850 -6.4530
H 0.3202 -5.1236 -7.8168
H -0.3648 -4.8042 -6.2030
C -5.6525 4.6423 -3.3279
C -4.9734 3.4294 -2.7607
C -5.3545 3.2393 -1.2320
O -5.1281 1.9859 -0.7893
C -4.9528 1.8385 0.6242
N -5.3573 2.1483 -3.5107
H -5.0055 1.4094 -2.9543
H -6.4030 2.0299 -3.5021
H -4.9982 2.0712 -4.5084
H -6.7189 4.6819 -3.3003
H -5.3184 4.8969 -4.3342
H -5.3993 5.5393 -2.7246
H -3.9009 3.5178 -2.9505
H -6.4445 3.5578 -1.0892
H -4.8742 3.9680 -0.5741
H -4.4112 2.6564 1.0797
H -4.3713 0.9094 0.7168
H -5.8928 1.7871 1.1472
C -1.6949 -8.4348 -1.9342
C -2.0172 -7.4483 -3.0254
C -3.3379 -6.7727 -2.6714
N -3.3527 -5.3376 -2.4772
C -4.7867 -4.9062 -2.1484
C -2.7714 -4.4985 -3.6542
C -2.5297 -3.1154 -3.0406
C -2.2854 -3.4199 -1.5250
C -2.4195 -4.9537 -1.3298
H -0.6165 -8.6958 -1.9730
H -2.3323 -9.2731 -1.9834
H -1.8575 -7.9930 -0.9685
H -2.1534 -8.0514 -3.9135
H -1.1119 -6.8511 -3.1566
H -3.7686 -7.1392 -1.7382
H -4.0766 -7.0364 -3.4624
H -5.3867 -5.0379 -3.0717
H -5.1115 -3.9411 -1.7876
H -5.0795 -5.5856 -1.3573
H -3.5438 -4.6115 -4.3799
H -1.8136 -4.9980 -4.0218
H -3.4252 -2.4349 -3.1128
H -1.6986 -2.5455 -3.4204
H -2.9654 -2.8400 -0.9347
H -1.3205 -2.9879 -1.2719
H -2.8596 -5.2748 -0.3981
H -1.4104 -5.3436 -1.5475
C -0.2059 -3.8536 3.2628
C 0.2695 -5.2459 3.4869
C 1.7528 -5.2499 3.7070
N 2.3727 -6.5142 4.2530
C 1.8455 -7.7318 3.5355
C 2.1801 -6.6741 5.6964
C 3.3334 -7.5979 6.2620
C 4.4055 -7.5546 5.1653
C 3.8962 -6.5311 4.1600
H -1.3292 -3.7835 3.3502
H 0.0613 -3.4845 2.2583
H 0.1687 -3.1579 4.0309
H 0.0553 -5.9137 2.6764
H -0.2927 -5.6419 4.3361
H 2.0863 -4.4899 4.4428
H 2.2490 -5.0843 2.7583
H 1.8755 -7.5089 2.4412
H 0.8618 -8.0349 3.8960
H 2.5176 -8.5361 3.7276
H 1.1714 -7.0074 5.8824
H 2.3299 -5.7158 6.1717
H 2.9410 -8.6071 6.5411
H 3.7274 -7.1000 7.1556
H 4.5887 -8.5380 4.7705
H 5.3599 -7.2203 5.5755
H 4.1681 -6.6642 3.0785
H 4.0578 -5.5337 4.4992
C -1.7956 -0.1916 4.3010
C -2.6562 -1.0714 5.2317
C -4.1026 -1.2567 4.8217
N -4.7841 -2.3063 5.6399
C -4.6925 -1.9935 7.0829
C -4.1554 -3.6671 5.3971
C -5.2611 -4.6646 5.5135
C -6.5379 -3.9045 5.7320
C -6.2258 -2.4356 5.3377
H -0.7492 -0.2904 4.4449
H -2.0458 0.8388 4.5887
H -2.0915 -0.4403 3.2906
H -2.6951 -0.6272 6.2694
H -2.1929 -2.0667 5.3888
H -4.2148 -1.5652 3.7798
H -4.5958 -0.2478 4.9032
H -4.9723 -0.9830 7.2296
H -3.6112 -2.0735 7.4301
H -5.3130 -2.6813 7.6724
H -3.3326 -3.8719 6.1221
H -3.7657 -3.6542 4.3498
H -5.0931 -5.2653 6.3703
H -5.3523 -5.2918 4.6180
H -6.8443 -3.8985 6.7883
H -7.3748 -4.2804 5.1772
H -6.6942 -1.6643 5.9369
H -6.4459 -2.1643 4.2915
C 8.0079 -1.4934 -0.9435
C 7.2858 -0.1529 -0.7726
C 5.7783 -0.4114 -0.5467
N 5.1221 0.7908 0.0215
C 5.3567 2.0379 -0.7472
C 5.5860 0.9788 1.4340
C 4.5988 1.8487 2.1131
C 3.1766 1.5390 1.3412
C 3.6118 0.6013 0.1766
H 7.9232 -2.0184 0.0052
H 9.0898 -1.3458 -1.0542
H 7.7082 -2.1354 -1.7503
H 7.4018 0.4889 -1.6152
H 7.8395 0.2692 0.0739
H 5.7244 -1.1500 0.3194
H 5.3196 -0.6864 -1.5235
H 6.3893 2.3137 -0.5674
H 4.8034 2.8317 -0.2217
H 5.0793 1.9603 -1.7788
H 6.5853 1.3439 1.4023
H 5.6163 0.0223 1.9459
H 4.7586 2.9397 2.2605
H 4.4702 1.4508 3.1440
H 2.8138 2.4976 1.0049
H 2.4383 1.0571 1.9696
H 3.1794 0.7985 -0.8155
H 3.5814 -0.4517 0.4651
C -1.3639 -0.1011 -0.0779
C -0.3872 0.6764 -0.9286
C -0.9373 2.0417 -1.3086
N 0.0773 2.8606 -2.1586
C 0.4708 2.1251 -3.4707
C 1.3153 3.1458 -1.3900
C 1.5365 4.6497 -1.5232
C 0.1090 5.1524 -1.4818
C -0.5989 4.1713 -2.3969
H -1.1679 -1.1494 0.0774
H -2.3677 0.0369 -0.5205
H -1.4934 0.3452 0.9412
H -0.2853 0.1547 -1.9285
H 0.5748 0.7113 -0.3704
H -1.0777 2.5877 -0.4114
H -1.8783 2.0385 -1.8377
H 0.6524 2.9643 -4.0515
H -0.3776 1.5617 -3.8712
H 1.3242 1.5101 -3.2226
H 2.1373 2.4823 -1.6645
H 1.0059 2.8978 -0.3751
H 2.0076 4.9229 -2.4872
H 2.1301 5.1203 -0.7128
H -0.0811 6.1602 -1.8253
H -0.3378 5.0796 -0.5006
H -0.3799 4.4361 -3.3922
H -1.6563 4.0821 -2.2496
C 0.6217 9.5898 -0.2873
C 1.4188 8.4221 0.3978
C 0.8121 8.1061 1.7841
N 1.8773 7.6722 2.8310
C 2.6316 6.4124 2.3519
C 1.1690 7.5188 4.1843
C 2.0692 8.2076 5.2495
C 3.3492 8.4985 4.5442
C 2.8600 8.7554 3.1677
H 0.7105 10.5224 0.2595
H -0.4541 9.3001 -0.2967
H 0.8147 9.6587 -1.3727
H 2.4202 8.8342 0.5560
H 1.4872 7.4907 -0.1670
H 0.0836 7.3056 1.8992
H 0.4542 9.0612 2.1423
H 3.2393 6.6450 1.4937
H 1.9209 5.6608 2.0861
H 3.1764 6.0487 3.2461
H 0.9793 6.4441 4.3920
H 0.1443 7.9334 4.0292
H 2.2060 7.5794 6.1604
H 1.6030 9.1591 5.6036
H 4.1113 7.6743 4.5633
H 3.9074 9.3542 4.9775
H 3.6387 8.8195 2.3963
H 2.2825 9.7164 3.1509
B -2.6519 0.9885 -4.8722
F -2.5121 -0.0668 -3.9166
F -3.9838 0.8970 -5.5015
F -2.6543 2.3391 -4.2635
F -1.5672 0.9502 -5.7118
B 4.1464 0.8401 -4.1314
F 3.1826 1.5161 -4.8212
F 3.6599 0.4443 -2.8241
F 4.4170 -0.4102 -4.8269
F 5.3667 1.5296 -4.0513
B -4.1591 -3.6118 1.8794
F -5.3025 -3.3458 2.6526
F -3.6471 -4.8724 2.3144
F -4.4861 -3.6467 0.5207
F -3.1670 -2.5703 2.0774
C 3.2060 -7.3130 -0.8169
F 2.5505 -8.3724 -0.2323
F 4.2085 -7.0121 0.0677
F 3.6329 -7.6029 -2.0216
S 2.0335 -5.8775 -0.8439
O 0.7207 -6.5128 -0.8727
O 2.3047 -5.0179 0.2859
N 2.5015 -5.2319 -2.1953
S 2.0336 -4.0136 -2.9815
O 3.0688 -3.6497 -3.9138
O 0.6529 -3.9534 -3.3462
C 2.1601 -2.5170 -1.7930
F 2.0775 -1.3674 -2.4847
F 1.1837 -2.5611 -0.9441
F 3.2906 -2.4982 -1.1422
C 0.1693 4.1330 -6.9110
F -0.4478 3.7897 -8.0798
F -0.3147 3.2373 -5.9143
F 1.5085 4.0725 -6.8913
S -0.4345 5.8470 -6.4992
O -0.0096 6.6588 -7.6212
O -1.8511 5.5774 -6.3037
N 0.2518 6.0950 -5.1333
S 0.0276 7.5362 -4.3966
O 0.7549 7.4187 -3.1705
O 0.1458 8.7251 -5.1659
C -1.6969 7.6253 -3.8090
F -1.8482 8.6865 -2.9586
F -2.5748 7.8078 -4.7846
F -1.9830 6.4504 -3.2133
C -2.1118 3.4756 2.2688
F -1.8552 2.3272 1.6432
F -2.6543 4.2699 1.3120
F -2.9831 3.3564 3.2935
S -0.5873 4.1240 2.8948
O 0.3130 4.2776 1.7313
O -0.9805 5.3060 3.5903
N -0.2318 2.8954 3.7554
S 0.9343 3.0965 4.8244
O 1.8360 1.9706 4.7709
O 1.5650 4.3739 4.6926
C 0.2704 3.2753 6.5282
F 1.2983 3.5958 7.3465
F -0.6252 4.2903 6.6150
F -0.2632 2.1627 6.8477

Calculated values
HOMO energy: -11.30 eV
total charge: +2
E_LUMO: -3.49 eV
HOMO-LUMO gap: 0.2873 Eh

# 2
C33H32Cl3LaN4O7S | wB97M-V/def2-TZVPD

Geometry (Å):
La -0.6994 -0.1584 -0.1696
O 2.8335 -0.7840 -2.7163
C 2.0367 -0.3578 -1.8818
N 1.2685 -1.1082 -0.9949
C 1.6477 -2.3700 -0.5326
O 2.7857 -2.8535 -0.5850
C 0.5667 -3.1169 0.1440
C 0.6975 -4.4988 0.2945
C -0.3057 -5.2408 0.8866
C -1.4829 -4.5383 1.3672
C -1.5493 -3.1905 1.1997
N -0.5873 -2.4416 0.5968
C 1.8117 1.1067 -1.7641
C 2.8538 1.9505 -2.1286
C 2.7626 3.3202 -1.9230
C 1.5440 3.8280 -1.3304
C 0.5545 2.9598 -1.0081
N 0.6127 1.5995 -1.2035
H 1.6058 -4.9555 -0.0813
H -0.2199 -6.3177 0.9839
H -2.2983 -5.0613 1.8544
H -2.4228 -2.6457 1.5604
H 3.7370 1.4861 -2.5504
H 3.5812 3.9845 -2.1765
H 1.4127 4.8849 -1.1283
H -0.3681 3.3357 -0.5640
Cl -8.0310 0.7154 1.0517
C -6.5941 -0.0093 0.3566
C -5.5044 0.7749 0.0708
C -4.3734 0.2188 -0.4942
Cl -3.0846 1.3608 -0.7641
C -4.2890 -1.1552 -0.8126
O -3.3138 -1.8435 -1.3552
C -5.4410 -1.9098 -0.4653
Cl -5.4361 -3.6091 -0.8095
C -6.5658 -1.3692 0.0984
H -5.5054 1.8325 0.3027
H -7.4123 -2.0039 0.3277
C 5.4585 -1.1189 0.7911
C 4.8789 0.1034 1.4568
C 5.5925 0.8206 2.4227
C 5.0443 1.9351 3.0374
C 3.7770 2.3528 2.6463
C 3.0689 1.6854 1.6564
C 3.6161 0.5449 1.0871
S 3.0198 3.6905 3.4778
O 4.0035 4.4370 4.2235
O 2.1767 4.4029 2.5589
N 2.1445 2.8743 4.6235
C 1.1751 1.8045 4.2507
C -0.1283 2.1641 3.5187
C -0.4924 1.1467 2.4383
O -1.6231 1.2480 1.8750
O 0.3541 0.2693 2.1306
H 6.0126 -1.7344 1.5035
H 6.1473 -0.8253 -0.0057
H 4.6683 -1.7191 0.3333
H 6.5879 0.4896 2.7057
H 5.5701 2.4847 3.8100
H 2.0976 2.0460 1.3335
H 3.0481 -0.0152 0.3483
H 1.7494 3.5918 5.2286
H 0.9399 1.2982 5.1845
H 1.7092 1.0853 3.6409
H -0.0347 3.1235 3.0089
H -0.9729 2.2356 4.2050
C -3.8913 -0.4085 -3.7244
C -2.4349 -0.8218 -3.4898
C -2.1495 -2.0026 -4.4340
C -1.5121 0.3328 -3.8987
C -2.0953 -1.2390 -2.0206
H -4.0256 -0.1717 -4.7871
H -4.1777 0.4791 -3.1536
H -4.5825 -1.2219 -3.4764
H -2.3659 -1.7457 -5.4818
H -2.7690 -2.8644 -4.1563
H -1.0966 -2.2994 -4.3663
H -1.6767 0.6089 -4.9502
H -0.4592 0.0462 -3.7843
H -1.6805 1.2184 -3.2852
H -1.5002 -2.1510 -2.1386

Calculated values
HOMO energy (spin up / spin down): 0.35 / 0.19 eV
total charge: -2
E_LUMO (spin up / spin down): 3.70 / 3.70 eV
HOMO-LUMO gap (spin up / spin down): 0.1231 / 0.1289 Eh

Relative energy (zero: lowest compared OMol25 entry of this formula, charge and spin) across the listed records, respectively: 27.3 110.5 kJ/mol.